A | C4H7NO3 in the gas phase, computed with ωB97M-V/def2-TZVPD.

Computed properties:
Gap between HOMO and LUMO   0.368 Eh
LUMO level   0.23 eV
HOMO level   -9.80 eV
SMILES   CO/N=C(/O)C(C)=O

Geometry as ORCA input:
```
! wB97M-V def2-TZVPD RIJCOSX def2/J DEFGRID3
* xyz 0 1
C -2.26486 -0.03645 0.01548
O -0.99321 0.40884 -0.41632
N -0.26425 1.64500 0.43266
C 0.91791 1.27258 0.24691
O 1.98489 2.05842 0.15740
C 0.98379 -0.09526 -0.55009
C 0.79689 -1.33936 0.28688
O 1.76148 -0.09356 -1.49641
H -2.21929 -0.55856 0.97462
H -2.89552 0.84636 0.12389
H -2.67195 -0.70381 -0.74898
H 2.62878 1.59025 -0.41059
H 0.12779 -2.00225 -0.26134
H 0.35457 -1.14118 1.26028
H 1.75297 -1.85103 0.38561
*
```

natural (NBO) charges, unit e, in atom order: C -0.25; O -0.47; N -0.13; C 0.40; O -0.64; C 0.58; C -0.70; O -0.58; H 0.17; H 0.20; H 0.20; H 0.52; H 0.24; H 0.22; H 0.24


B | C4H7NO3 in the gas phase, computed with ωB97M-V/def2-TZVPD.

Computed properties:
Gap between HOMO and LUMO   0.403 Eh
LUMO level   0.53 eV
HOMO level   -10.43 eV
SMILES   O=CNC(=O)CCO

Geometry as ORCA input:
```
! wB97M-V def2-TZVPD RIJCOSX def2/J DEFGRID3
* xyz 0 1
O 3.46214 0.48951 1.13082
C 2.46666 0.24234 0.49591
N 1.50799 1.22722 0.26520
C 0.13156 1.05616 0.12129
O -0.58667 2.02324 0.15882
C -0.34938 -0.34819 -0.14371
C -1.87040 -0.43107 -0.24339
O -2.25185 -1.54728 -1.01308
H 2.28557 -0.73138 0.02344
H 1.81805 2.14186 0.56555
H 0.09260 -1.13459 0.46260
H 0.00241 -0.56895 -1.16267
H -2.35979 -0.45930 0.71940
H -2.21217 0.46184 -0.75632
H -2.13673 -2.42142 -0.62387
*
```

natural (NBO) charges, unit e, in atom order: O -0.55; C 0.54; N -0.66; C 0.70; O -0.56; C -0.55; C -0.05; O -0.73; H 0.13; H 0.42; H 0.22; H 0.25; H 0.17; H 0.21; H 0.47


Most stable: B


A | 2 unconnected molecules or ions with the total composition C4H8NS, computed with ωB97M-V/def2-TZVPD.

Computed properties:
Gap between HOMO and LUMO (spin up / spin down)   0.262 / 0.307 Eh
LUMO level (spin up / spin down)   -4.85 / -4.06 eV
HOMO level (spin up / spin down)   -11.97 / -12.42 eV

Geometry as ORCA input:
```
! wB97M-V def2-TZVPD RIJCOSX def2/J DEFGRID3
* xyz 1 1
C 2.29039 -0.66813 0.52038
C 2.31091 0.50191 0.07288
C -1.55295 -0.52095 0.46881
C -0.34383 0.43217 -1.07641
N -1.51412 0.81066 -0.21500
S -0.34536 -1.32705 -0.79511
H 2.95291 -1.02334 1.26212
H 1.46456 -1.40219 0.23885
H 2.70611 1.41703 -0.22486
H -1.16811 -0.57605 1.47132
H -2.59950 -0.88949 0.44794
H -0.25107 0.83138 -2.14376
H -2.48224 0.91007 -0.54541
H -1.46771 1.50397 0.51824
*
```

natural (NBO) charges, unit e, in atom order: C -0.51; C 0.02; C -0.29; C -0.36; N -0.55; S 0.36; H 0.27; H 0.23; H 0.23; H 0.25; H 0.24; H 0.25; H 0.43; H 0.44


B | A molecular structure, C4H8NS, computed with ωB97M-V/def2-TZVPD.

Computed properties:
Gap between HOMO and LUMO   0.367 Eh
LUMO level   -4.96 eV
HOMO level   -14.95 eV

Geometry as ORCA input:
```
! wB97M-V def2-TZVPD RIJCOSX def2/J DEFGRID3
* xyz 1 1
C 0.07427 -1.32244 0.48088
C -1.22925 -1.32334 0.58358
C -0.41367 0.56078 -0.71304
C 1.84471 0.07218 0.01243
N 0.54363 -0.26704 -0.25072
S -1.95634 0.03467 -0.25548
H 0.81054 -1.91066 0.90614
H -2.09538 2.57076 -0.66151
H -1.84355 -2.13980 0.84678
H -2.20913 1.77278 -0.16725
H -0.14191 1.43250 -1.24050
H 2.49866 -0.66251 -0.35583
H 2.23014 1.11981 -0.39415
H 1.88727 0.06231 1.20869
*
```

natural (NBO) charges, unit e, in atom order: C -0.01; C -0.36; C -0.06; C -0.43; N -0.28; S 0.62; H 0.25; H 0.05; H 0.28; H -0.07; H 0.27; H 0.24; H 0.26; H 0.24


C | 2 unconnected molecules or ions with the total composition C4H8NS, computed with ωB97M-V/def2-TZVPD.

Computed properties:
Gap between HOMO and LUMO (spin up / spin down)   0.286 / 0.286 Eh
LUMO level (spin up / spin down)   -5.19 / -5.19 eV
HOMO level (spin up / spin down)   -12.98 / -12.98 eV

Geometry as ORCA input:
```
! wB97M-V def2-TZVPD RIJCOSX def2/J DEFGRID3
* xyz 1 1
C 1.85891 -1.31789 0.63696
C -0.39937 0.11424 -1.11739
C 2.04701 -0.25475 -0.09897
C -2.13006 0.43076 0.61655
N -1.61634 0.40105 -0.75758
S 2.96342 0.96242 -0.81345
H 0.97905 -1.81159 1.06080
H 2.68525 -1.98661 1.04332
H -0.28006 0.07987 -2.14580
H -2.83700 1.21769 0.80982
H -2.50234 -0.53919 0.61107
H -1.33897 0.49434 1.43626
H -2.37279 0.36869 -1.50765
H 2.94328 1.84096 0.22608
*
```

natural (NBO) charges, unit e, in atom order: C -0.42; C 0.03; C -0.01; C -0.42; N -0.50; S 0.32; H 0.29; H 0.29; H 0.15; H 0.24; H 0.22; H 0.23; H 0.41; H 0.18


Most stable: B


A | A gas-phase ion, C4H8NS (charge +1), computed with ωB97M-V/def2-TZVPD.

Computed properties:
Gap between HOMO and LUMO   0.368 Eh
LUMO level   -3.76 eV
HOMO level   -13.77 eV
SMILES   C=C[C@@H]1[NH2+]CS1

Geometry as ORCA input:
```
! wB97M-V def2-TZVPD RIJCOSX def2/J DEFGRID3
* xyz 1 1
C -2.17578 -0.98001 0.18820
C -0.99685 -1.00332 -0.33061
C 0.26496 -0.57603 0.41200
N 0.60049 0.79045 0.21702
C 2.11881 0.59344 -0.01988
S 1.92749 -1.22627 -0.22342
H -3.09962 -1.25408 -0.31762
H -2.43246 -0.70589 1.26298
H -0.73993 -1.46432 -1.31178
H 0.46428 -0.78580 1.61039
H 0.18293 1.27604 0.99145
H 0.24243 1.15829 -0.70719
H 2.56545 1.33616 -0.85601
H 2.78108 0.82550 0.85386
*
```

natural (NBO) charges, unit e, in atom order: C -0.29; C -0.31; C -0.17; N -0.55; C -0.37; S 0.28; H 0.24; H 0.22; H 0.25; H 0.26; H 0.45; H 0.45; H 0.27; H 0.25


B | A gas-phase ion, C4H8NS (charge +1), computed with ωB97M-V/def2-TZVPD.

Computed properties:
Gap between HOMO and LUMO   0.349 Eh
LUMO level   -3.76 eV
HOMO level   -13.24 eV
SMILES   CSC[NH+]1C=C1

Geometry as ORCA input:
```
! wB97M-V def2-TZVPD RIJCOSX def2/J DEFGRID3
* xyz 1 1
C -0.90745 2.03128 -0.94091
S 0.17665 1.27843 0.32554
C 1.17755 -0.10179 -0.38496
N 0.78167 -1.19782 0.59099
C -0.54372 -2.04592 0.75263
C -0.33661 -1.00780 1.50202
H -1.66645 1.24137 -1.36426
H -0.35764 2.46769 -1.83188
H -1.60995 2.77209 -0.45728
H 2.28243 0.07294 -0.22568
H 0.90507 -0.32748 -1.44864
H 1.62245 -1.78761 0.81240
H -1.06685 -2.89219 0.26852
H -0.45715 -0.50320 2.40151
*
```

natural (NBO) charges, unit e, in atom order: C -0.77; S 0.24; C -0.37; N -0.43; C 0.01; C 0.02; H 0.23; H 0.25; H 0.28; H 0.26; H 0.26; H 0.43; H 0.30; H 0.27


Most stable: A


A | A gas-phase ion, C4H8NS (charge +1), computed with ωB97M-V/def2-TZVPD.

Computed properties:
Gap between HOMO and LUMO (spin up / spin down)   0.282 / 0.283 Eh
LUMO level (spin up / spin down)   -5.40 / -5.39 eV
HOMO level (spin up / spin down)   -13.08 / -13.08 eV

Geometry as ORCA input:
```
! wB97M-V def2-TZVPD RIJCOSX def2/J DEFGRID3
* xyz 1 1
C -0.06791 -0.50956 -1.24747
C -1.01506 -0.16040 -0.10303
C 1.38233 -0.05509 -1.16702
C 0.71927 1.03441 1.69059
N -0.28894 -0.08381 1.29963
S 1.78057 0.96858 0.18882
H -0.18804 -1.60027 -1.47425
H -0.44891 -0.06314 -2.22730
H -1.63018 0.72244 -0.17407
H -1.84637 -0.83647 -0.13457
H 2.10598 -0.51320 -1.77554
H 0.30831 2.05368 1.81138
H -1.00249 -0.01810 2.02639
H 0.19142 -0.93905 1.28644
*
```

natural (NBO) charges, unit e, in atom order: C -0.53; C -0.24; C -0.26; C -0.38; N -0.55; S 0.56; H 0.26; H 0.30; H 0.24; H 0.25; H 0.26; H 0.23; H 0.45; H 0.42


B | A gas-phase ion, C4H8NS (charge +1), computed with ωB97M-V/def2-TZVPD.

Computed properties:
Gap between HOMO and LUMO   0.358 Eh
LUMO level   -3.87 eV
HOMO level   -13.62 eV
SMILES   [NH3+][C@]12CC[C@H]1S2

Geometry as ORCA input:
```
! wB97M-V def2-TZVPD RIJCOSX def2/J DEFGRID3
* xyz 1 1
N 0.04449 1.86544 -0.36432
C -0.36822 0.48141 -0.18955
C -0.17927 -0.38537 1.14846
C 0.23253 -1.62081 0.21690
C 0.04599 -0.73056 -0.97808
S -1.66508 -0.24494 -1.25490
H -0.22582 2.42707 0.45888
H -0.14961 2.26863 -1.25623
H 1.05163 1.74965 -0.46885
H -0.97844 -0.38579 1.92584
H 0.72684 -0.28258 1.75732
H 1.23689 -1.93101 0.55011
H -0.42167 -2.51859 0.24812
H 0.64975 -0.69254 -1.79370
*
```

natural (NBO) charges, unit e, in atom order: N -0.67; C -0.05; C -0.42; C -0.41; C -0.29; S 0.25; H 0.47; H 0.46; H 0.45; H 0.25; H 0.24; H 0.24; H 0.25; H 0.24


Most stable: B